A cluster of 8 separate species, C27H56N3O21 in total, computed with the ωB97M-V functional and the def2-TZVPD basis.

Calculated values
- Electronic energy: -76368.1424 eV
- Total charge: +1

Each line ends with the Mulliken charge.
Cartesian coordinates (Å):
N -0.885 0.392 2.235  -0.58
C -0.266 1.450 1.971  -0.39
C 1.203 1.464 1.682  -0.57
C 1.585 1.141 0.221  -0.31
C 0.696 0.131 -0.493  -1.11
N -0.161 0.717 -1.538  -0.32
C -0.688 2.030 -1.206  -0.25
C 0.452 3.022 -1.011  -0.90
N 1.740 2.371 -0.623  -0.09
H -1.865 0.624 2.397  0.34
H -0.804 2.400 1.977  0.54
H 1.668 0.717 2.313  0.30
H 1.584 2.457 1.918  0.25
H 2.571 0.695 0.249  0.60
H 1.352 -0.577 -0.991  0.49
H 0.123 -0.464 0.209  0.46
H -0.897 0.066 -1.767  0.27
H -1.374 2.030 -0.358  0.17
H -1.262 2.399 -2.046  0.45
H 0.640 3.566 -1.925  0.52
H 0.175 3.755 -0.261  0.30
H 2.216 2.080 -1.479  0.43
H 2.361 3.013 -0.130  0.38
C -5.993 0.016 2.336  -0.64
O -6.605 0.945 1.434  -0.28
C -5.780 1.891 0.986  0.78
O -4.613 2.004 1.274  -0.55
O -6.458 2.691 0.167  -0.25
C -5.697 3.764 -0.390  -0.60
H -6.763 -0.695 2.618  0.22
H -5.179 -0.515 1.845  0.30
H -5.635 0.528 3.228  0.27
H -4.874 3.380 -0.990  0.21
H -5.322 4.417 0.396  0.31
H -6.371 4.327 -1.029  0.23
C -12.376 2.967 4.753  -0.58
O -11.792 3.314 3.494  -0.35
C -10.859 2.466 3.068  0.84
O -10.486 1.472 3.646  -0.60
O -10.393 2.897 1.900  -0.38
C -9.344 2.077 1.370  -0.44
H -13.112 3.734 4.977  0.23
H -12.874 2.001 4.693  0.29
H -11.621 2.956 5.537  0.26
H -9.701 1.063 1.192  0.29
H -8.502 2.068 2.048  0.13
H -9.038 2.516 0.428  0.27
C -8.597 0.652 5.927  -0.32
O -8.255 1.566 6.977  -0.32
C -7.191 2.319 6.716  0.79
O -6.525 2.285 5.710  -0.54
O -6.984 3.122 7.761  -0.34
C -5.864 3.997 7.622  -0.62
H -9.473 0.100 6.256  0.21
H -8.842 1.188 5.020  0.07
H -7.780 -0.047 5.753  0.31
H -6.000 4.663 6.772  0.29
H -4.943 3.428 7.513  0.28
H -5.813 4.586 8.533  0.22
C 4.488 -1.563 1.990  -0.48
O 5.124 -1.295 0.741  -0.28
C 6.020 -2.226 0.369  0.78
O 6.296 -3.212 0.996  -0.54
O 6.530 -1.858 -0.800  -0.32
C 7.511 -2.763 -1.328  -0.51
H 3.793 -0.745 2.174  -0.04
H 3.927 -2.495 1.948  0.35
H 5.212 -1.595 2.801  0.35
H 7.072 -3.744 -1.502  0.21
H 8.363 -2.839 -0.656  0.29
H 7.847 -2.355 -2.276  0.22
C -1.590 0.848 -4.465  -0.49
O -2.072 1.767 -5.441  -0.35
C -1.120 2.239 -6.256  0.76
O 0.050 1.958 -6.200  -0.56
O -1.691 3.069 -7.121  -0.32
C -0.790 3.657 -8.066  -0.62
H -2.446 0.542 -3.866  0.32
H -1.162 -0.033 -4.941  0.36
H -0.854 1.322 -3.824  0.08
H -0.319 2.888 -8.675  0.30
H -0.033 4.251 -7.557  0.29
H -1.384 4.304 -8.703  0.22
C 12.318 -4.158 -0.495  -0.67
O 11.728 -3.190 -1.367  -0.23
C 12.584 -2.278 -1.833  0.74
O 13.758 -2.218 -1.581  -0.54
O 11.909 -1.443 -2.627  -0.29
C 12.710 -0.408 -3.202  -0.64
H 11.522 -4.832 -0.192  0.20
H 13.088 -4.725 -1.016  0.31
H 12.735 -3.677 0.387  0.32
H 13.494 -0.831 -3.827  0.30
H 13.144 0.219 -2.426  0.30
H 12.047 0.193 -3.819  0.21
C 5.026 -7.299 -5.464  -0.62
O 4.984 -8.027 -4.235  -0.33
C 5.470 -7.366 -3.185  0.82
O 5.920 -6.248 -3.199  -0.55
O 5.375 -8.156 -2.116  -0.31
C 5.866 -7.574 -0.907  -0.59
H 4.605 -7.948 -6.226  0.22
H 4.427 -6.393 -5.394  0.29
H 6.052 -7.054 -5.731  0.29
H 5.302 -6.678 -0.652  0.27
H 6.925 -7.340 -0.995  0.28
H 5.729 -8.316 -0.125  0.21



A structure of composition C27H57BeBr2F3ILiN3NaO11S2, computed with the ωB97M-V functional and the def2-TZVPD basis.

Calculated values
- Electronic energy: -238932.2820 eV
- Total charge: 0

Each line ends with the Mulliken charge.
Cartesian coordinates (Å):
C -4.573 -3.094 2.854  -0.72
C -3.955 -4.076 1.797  -0.70
C -4.241 -3.630 0.303  -0.17
C -3.272 -2.411 0.028  0.32
C -3.578 -1.643 -1.312  -0.07
C -3.021 -0.142 -1.222  0.37
C -1.683 -0.110 -0.415  -0.42
C -0.793 1.175 -0.694  -0.89
C -1.342 2.484 -0.051  -0.03
O -2.221 2.262 1.074  -0.25
C -3.411 3.007 0.926  -0.60
C -4.120 3.242 2.310  -0.78
I -5.702 4.747 2.078  0.08
C -4.774 1.937 2.913  -0.92
C -4.848 0.741 1.917  -0.43
C -0.233 3.534 0.334  -0.27
O 1.063 2.971 0.471  -0.36
O -0.600 4.247 1.500  -0.44
C 0.030 3.731 2.683  -0.21
H -5.625 -2.798 2.631  0.10
H -3.971 -2.150 2.858  0.15
H -4.448 -3.516 3.875  0.39
H -4.214 -5.140 1.980  0.44
H -2.846 -4.001 1.911  0.26
H -5.313 -3.309 0.233  0.18
H -4.040 -4.474 -0.394  0.38
H -2.235 -2.800 0.078  0.56
H -3.485 -1.679 0.850  -0.74
H -4.664 -1.660 -1.591  0.48
H -3.006 -2.129 -2.133  -1.06
H -2.921 0.270 -2.248  0.61
H -3.832 0.437 -0.699  -0.56
H -1.804 -0.198 0.683  0.13
H -1.087 -0.994 -0.760  0.65
H -0.822 1.326 -1.798  0.18
H 0.230 0.896 -0.374  0.33
H -1.984 2.979 -0.826  0.41
H -3.150 4.035 0.566  0.56
H -4.114 2.579 0.167  0.36
H -3.407 3.635 3.061  0.44
H -4.256 1.654 3.860  0.27
H -5.810 2.212 3.225  0.44
H -5.547 -0.042 2.371  0.37
H -5.264 1.010 0.900  0.36
H -3.838 0.278 1.882  0.05
H -0.178 4.288 -0.488  0.47
H 1.644 3.345 -0.204  0.25
H -0.583 4.096 3.550  0.01
H 1.026 4.202 2.774  0.16
H 0.039 2.625 2.757  0.21
Na -5.935 -0.995 0.315  0.81
F 2.876 2.743 1.781  -0.44
C 2.188 1.073 -3.364  -0.60
C 1.702 2.523 -3.191  0.71
O 0.517 2.695 -3.518  -0.56
O 2.551 3.309 -2.731  -0.56
H 1.385 0.451 -3.754  0.05
H 3.032 1.033 -4.051  0.50
H 2.499 0.675 -2.398  0.24
C 0.159 -5.040 -5.097  -1.38
C -0.661 -3.774 -4.867  0.28
C 0.192 -2.505 -4.684  -0.57
O 0.815 -2.395 -3.424  -0.04
C 2.000 -3.168 -3.285  -0.91
N -1.556 -3.982 -3.728  -0.58
H 0.596 -5.428 -4.177  0.23
H -0.478 -5.830 -5.500  0.41
H 0.967 -4.865 -5.813  0.27
H -1.277 -3.621 -5.761  0.47
H -0.474 -1.638 -4.758  0.51
H 0.941 -2.395 -5.499  0.07
H 2.569 -3.228 -4.217  0.37
H 1.755 -4.168 -2.924  0.20
H 2.625 -2.694 -2.529  0.31
H -2.174 -3.177 -3.645  0.13
H -0.985 -3.938 -2.885  0.27
Be 1.119 -2.373 -7.424  0.05
N 4.846 -6.728 -1.203  -0.33
S 4.279 -5.529 -0.356  1.07
O 3.469 -5.863 0.806  -0.68
O 3.897 -4.346 -1.071  -0.44
F 5.617 -5.058 0.340  -0.25
S 3.717 -7.494 -1.983  0.96
O 4.141 -8.767 -2.491  -0.59
O 2.876 -6.726 -2.859  -0.39
F 2.686 -7.938 -0.802  -0.32
Li 1.610 -6.947 0.369  0.92
O -1.734 -5.587 -0.771  -0.81
H -1.825 -4.857 -1.399  0.28
C 5.401 4.713 0.255  -0.92
C 5.946 5.167 1.603  -0.33
C 7.184 6.060 1.479  -0.46
C 8.317 5.359 0.873  0.27
N 9.200 4.807 0.388  -0.43
H 6.131 4.109 -0.289  0.36
H 4.507 4.103 0.398  0.09
H 5.134 5.570 -0.368  0.32
H 6.176 4.290 2.212  0.28
H 5.166 5.723 2.128  0.25
H 7.475 6.408 2.473  0.30
H 6.945 6.949 0.890  0.28
Br 2.733 3.062 6.313  -0.12
C 2.084 4.616 7.292  -0.61
C 0.942 5.280 6.569  -0.57
Br 1.570 6.306 5.038  -0.12
H 2.935 5.275 7.440  0.37
H 1.755 4.231 8.256  0.34
H 0.448 6.004 7.215  0.36
H 0.206 4.572 6.195  0.34



A cluster of 9 separate species, C27H57Cl16OS2 in total, computed with the ωB97M-V functional and the def2-TZVPD basis.

Calculated values
- Electronic energy: -252994.3429 eV
- Total charge: +1
- Relative energy (zero: lowest compared OMol25 entry of this formula, charge and spin): 0.835 eV

Each line ends with the Mulliken charge.
Cartesian coordinates (Å):
C 1.230 2.829 6.092  -0.30
O 1.496 1.456 6.213  -0.36
C 2.731 1.102 5.623  -0.92
C 2.398 0.409 4.319  0.98
C 3.523 -0.487 3.779  -1.24
C 3.105 -1.937 3.715  -0.64
C 2.809 -2.529 5.077  -1.04
C 1.357 -2.543 5.493  -0.50
C 0.332 -2.999 4.449  -1.23
C -0.297 -1.842 3.695  -0.35
C -1.169 -1.013 4.618  -0.16
C -2.654 -1.014 4.348  -1.02
S -3.247 -0.412 2.733  0.08
S -2.380 1.420 2.297  -0.05
H 0.246 2.976 6.481  -0.26
H 1.941 3.411 6.647  0.40
H 1.212 3.121 5.054  0.31
H 3.327 1.981 5.469  0.50
H 3.217 0.410 6.284  0.34
H 1.469 -0.096 4.449  -0.98
H 2.280 1.205 3.605  0.48
H 4.362 -0.395 4.444  0.48
H 3.817 -0.124 2.816  0.41
H 2.330 -2.065 2.995  0.42
H 3.952 -2.467 3.329  0.42
H 3.322 -1.938 5.812  0.36
H 3.262 -3.498 5.115  0.41
H 1.289 -3.248 6.301  0.47
H 1.067 -1.605 5.926  0.32
H 0.811 -3.660 3.758  0.49
H -0.455 -3.524 4.958  0.41
H -0.868 -2.254 2.875  0.39
H 0.413 -1.197 3.227  0.34
H -0.857 0.012 4.617  0.05
H -1.022 -1.363 5.620  0.52
H -3.107 -0.345 5.054  0.44
H -3.086 -1.984 4.496  0.52
H -2.762 -1.214 1.761  0.28
H -1.379 1.164 1.416  0.22
Cl -3.528 0.247 -0.741  -0.17
C -2.722 0.983 -2.167  -0.56
C -1.375 0.413 -2.511  -0.30
Cl -0.075 0.760 -1.346  -0.19
H -2.671 2.050 -1.976  0.40
H -3.388 0.815 -3.008  0.35
H -1.054 0.839 -3.458  0.34
H -1.413 -0.669 -2.616  0.16
Cl 1.398 -2.258 -2.273  -0.18
C 2.031 -1.381 -3.699  -0.29
C 3.266 -2.025 -4.268  0.02
Cl 4.674 -1.869 -3.180  -0.23
H 2.213 -0.352 -3.402  0.38
H 1.245 -1.389 -4.448  0.16
H 3.520 -1.528 -5.201  -0.10
H 3.110 -3.080 -4.461  0.22
Cl -9.031 3.121 -2.480  -0.17
C -7.986 2.167 -1.402  -0.45
C -6.561 2.655 -1.435  -0.31
Cl -5.778 2.327 -3.004  -0.19
H -8.061 1.125 -1.694  0.32
H -8.384 2.271 -0.395  0.31
H -5.976 2.141 -0.674  0.19
H -6.502 3.724 -1.249  0.33
Cl -7.686 8.480 -4.999  -0.18
C -7.323 6.741 -4.869  -0.47
C -7.171 6.300 -3.438  -0.06
Cl -5.702 6.969 -2.676  -0.20
H -6.425 6.541 -5.444  0.33
H -8.152 6.208 -5.328  0.30
H -7.081 5.216 -3.396  -0.06
H -8.025 6.596 -2.838  0.33
Cl -1.116 -2.450 -4.848  -0.14
C -1.652 -4.136 -5.081  -0.49
C -0.483 -5.084 -5.139  -0.46
Cl 0.492 -4.855 -6.610  -0.17
H -2.248 -4.177 -5.986  0.36
H -2.290 -4.390 -4.237  0.27
H -0.846 -6.110 -5.152  0.35
H 0.170 -4.960 -4.280  0.28
Cl 5.117 -4.600 -5.618  -0.17
C 6.793 -4.500 -5.015  -0.40
C 7.805 -4.812 -6.084  -0.28
Cl 7.759 -6.526 -6.569  -0.19
H 6.886 -5.182 -4.175  0.36
H 6.936 -3.485 -4.651  0.21
H 8.806 -4.614 -5.707  0.33
H 7.645 -4.208 -6.969  0.13
Cl -2.347 2.453 6.422  -0.09
C -3.208 3.397 7.671  -0.62
C -2.757 4.833 7.705  -0.46
Cl -1.085 4.993 8.294  -0.16
H -3.051 2.908 8.627  0.32
H -4.268 3.351 7.431  0.36
H -3.391 5.398 8.383  0.35
H -2.812 5.290 6.721  0.30
Cl 4.122 0.220 -6.865  -0.21
C 5.829 0.356 -6.365  -0.30
C 6.767 0.205 -7.532  -0.47
Cl 6.763 -1.451 -8.183  -0.16
H 6.015 -0.391 -5.598  0.18
H 5.955 1.341 -5.921  0.35
H 7.784 0.422 -7.214  0.29
H 6.508 0.882 -8.340  0.35



HOMO-LUMO gap (computed, eV): 9.11, 1.59, 7.50